# C3H5NO2

C3H5NO2 in the gas phase in a non-equilibrium geometry (the ωB97M-V functional and the def2-TZVPD basis, OMol25).

XYZ file:
```
11
Properties=species:S:1:pos:R:3:forces:R:3:lowdin_charge:R:1
O 0.547416 -0.404026 1.469466 0.648 0.528 0.046 -0.05
C -0.140666 0.491109 0.603901 -0.063 0.355 -0.138 -0.25
C 1.293722 0.380510 0.475750 0.330 -0.093 0.245 -0.05
N -0.918421 0.468712 -1.600533 -0.415 -0.474 0.223 0.17
C -0.832344 -0.193751 -0.527071 0.180 0.446 -0.083 -0.48
O -1.086542 -1.473273 -0.197911 0.279 -0.068 -0.018 0.08
H -0.550401 -1.568215 0.643194 -0.678 -0.375 -0.775 0.12
H -0.623687 1.316875 1.111736 0.073 0.143 -0.219 0.16
H 1.932702 1.208631 0.777874 -0.040 -0.428 0.509 0.12
H 1.686607 -0.247361 -0.323119 -0.096 0.252 0.079 0.13
H -1.276389 -0.023116 -2.411778 -0.218 -0.285 0.131 0.06
```
Forces are in eV/Å.

Properties
spin multiplicity = 1
electronic energy = -322.4876 a.u.
energy relative to the best compared isomer or geometry (same formula, charge and spin) = 227.8 kJ/mol
E_HOMO = -0.3796 hartree
SMILES = [H]/N=C(\O)[C@@H]1CO1
orbital gap = 11.28 eV
lowest unoccupied orbital energy = 0.95 eV